1.
Density functional theory data (ωB97M-V with the def2-TZVPD basis set) for an isolated molecule of C4H2F6N2S.

Positions of all 15 atoms, in Å:
F (1.149, -1.397, 2.118)
C (0.654, -0.594, 1.236)
C (-0.139, 0.470, 1.620)
N (-0.848, 1.249, 0.713)
F (-1.026, 2.643, 1.058)
C (-0.567, 1.092, -0.676)
F (-1.700, 1.422, -1.434)
F (0.403, 2.081, -1.093)
N (-0.204, -0.188, -0.958)
F (0.051, -0.308, -2.333)
C (0.705, -0.967, -0.219)
F (2.080, -0.708, -0.623)
S (0.312, -2.779, -0.483)
H (-0.359, 0.510, 2.617)
H (-0.512, -2.526, -1.544)

Output
structure (SMILES)	FC1=CN(F)C(F)(F)N(F)[C@]1(F)S
gap between HOMO and LUMO	9.59	eV
relative energy (zero: lowest compared OMol25 entry of this formula, charge and spin)	61.7	kcal per mole
net charge	0
LUMO level	-0.3	eV
E_tot	-1260.315094	a.u.


2.
Density functional theory data (ωB97M-V with the def2-TZVPD basis set) for an isolated molecule of C4H2IN.

Positions of all 8 atoms, in Å:
C (0.583, 2.791, -0.058)
C (-0.188, 1.659, 0.448)
C (1.248, -0.281, -0.145)
C (0.301, 0.279, 0.482)
N (1.123, 3.791, -0.371)
I (3.473, -0.074, 0.075)
H (-0.325, -0.047, 1.321)
H (-1.136, 2.049, 0.437)

Output
gap between HOMO and LUMO (alpha / beta)	7.58 / 6.41	eV
relative energy (zero: lowest compared OMol25 entry of this formula, charge and spin)	64.4	kcal per mole
net charge	0
LUMO level (alpha / beta)	-1.5 / -2.1	eV
E_tot	-505.844460	a.u.


3.
Density functional theory data (ωB97M-V with the def2-TZVPD basis set) for a cluster of 2 separate species, C4H2IPS in total.

Positions of all 9 atoms, in Å:
C (1.172, -0.278, -2.549)
C (0.418, -0.410, 1.974)
C (0.974, 0.409, -1.582)
C (0.642, 0.273, 0.983)
P (0.924, 1.505, -0.168)
S (-2.851, 1.223, 0.510)
I (-2.601, -0.754, 1.683)
H (1.474, -0.791, -3.360)
H (-0.153, -1.176, 2.508)

Output
gap between HOMO and LUMO (alpha / beta)	4.84 / 4.84	eV
relative energy (zero: lowest compared OMol25 entry of this formula, charge and spin)	54.2	kcal per mole
net charge	0
LUMO level (alpha / beta)	-3.2 / -3.2	eV
E_tot	-1190.614295	a.u.


4.
Density functional theory data (ωB97M-V with the def2-TZVPD basis set) for a structure of composition C4H2IrO.

Positions of all 8 atoms, in Å:
C (1.596, -0.110, 0.507)
C (-0.634, -1.244, -0.109)
C (0.289, -0.345, 0.120)
C (-0.988, 1.518, -0.454)
O (-2.047, 1.121, -0.756)
Ir (-2.437, -0.912, -0.732)
H (2.279, -0.934, 0.717)
H (1.943, 0.905, 0.707)

Output
expectation value of S²	8.77
gap between HOMO and LUMO (alpha / beta)	6.40 / 7.09	eV
net charge	+2
LUMO level (alpha / beta)	-12.1 / -14.3	eV
E_tot	-332.022560	a.u.
2S+1	6


5.
Density functional theory data (ωB97M-V with the def2-TZVPD basis set) for a structure of composition C4H2LiMgO2.

Positions of all 10 atoms, in Å:
H (-3.153, 1.274, -0.199)
O (-2.352, -0.523, 0.301)
C (-2.251, 0.666, -0.010)
C (-0.955, 1.246, -0.177)
C (0.267, 1.445, -0.231)
Li (-0.384, -1.075, 0.421)
O (2.595, -0.596, 0.131)
C (1.678, -1.438, -0.078)
Mg (2.415, 1.423, 0.233)
H (2.139, -2.423, -0.389)

Output
expectation value of S²	0.75
gap between HOMO and LUMO (alpha / beta)	5.15 / 7.42	eV
net charge	0
LUMO level (alpha / beta)	-0.6 / -0.6	eV
E_tot	-511.614209	a.u.
2S+1	2


6.
Density functional theory data (ωB97M-V with the def2-TZVPD basis set) for a structure of composition C4H2LiO2.

Positions of all 9 atoms, in Å:
O (0.502, -1.901, -1.342)
C (0.598, -1.423, -0.219)
H (1.274, -1.871, 0.545)
C (0.015, 1.350, -0.825)
C (0.345, 0.297, -0.116)
C (-0.487, -0.317, 0.922)
O (-0.939, 0.371, 1.841)
Li (-1.144, 2.209, 1.096)
H (-0.162, 1.286, -1.902)

Output
expectation value of S²	0.76
gap between HOMO and LUMO (alpha / beta)	6.93 / 6.60	eV
relative energy (zero: lowest compared OMol25 entry of this formula, charge and spin)	59.6	kcal per mole
net charge	0
LUMO level (alpha / beta)	-0.7 / -1.2	eV
E_tot	-311.408341	a.u.
2S+1	2


7.
Density functional theory data (ωB97M-V with the def2-TZVPD basis set) for a structure of composition C4H2MnO6.

Positions of all 13 atoms, in Å:
O (-2.671, 2.321, 0.129)
C (-1.727, 2.550, -0.563)
O (-1.427, 3.283, -1.435)
Mn (-4.414, 3.434, -0.146)
O (0.556, 1.960, -0.207)
H (1.605, 3.443, -1.115)
O (3.627, 1.771, -2.262)
O (2.738, 0.301, -1.244)
O (1.742, 0.959, -3.107)
C (1.553, 2.373, -0.835)
C (2.877, 1.632, -0.784)
C (2.812, 0.761, -2.536)
H (3.561, 1.788, 0.055)

Output
expectation value of S²	12.02
gap between HOMO and LUMO (alpha / beta)	4.36 / 5.09	eV
net charge	+1
LUMO level (alpha / beta)	-6.0 / -6.5	eV
E_tot	-1755.421891	a.u.
2S+1	7


8.
Density functional theory data (ωB97M-V with the def2-TZVPD basis set) for an isolated molecule of C4H2N2.

Positions of all 8 atoms, in Å:
C (0.901, -0.357, 0.302)
C (-0.068, 0.534, 0.688)
C (-1.198, 0.517, -0.052)
N (-1.613, -0.062, -1.200)
C (-0.517, -0.708, -1.333)
N (0.687, -0.856, -0.930)
H (1.883, -0.231, 0.838)
H (-0.076, 1.163, 1.687)

Output
structure (SMILES)	c1cc2nc-2n1
gap between HOMO and LUMO (alpha / beta)	7.96 / 8.62	eV
relative energy (zero: lowest compared OMol25 entry of this formula, charge and spin)	92.1	kcal per mole
net charge	0
LUMO level (alpha / beta)	-0.2 / -0.2	eV
E_tot	-262.938334	a.u.


9.
Density functional theory data (ωB97M-V with the def2-TZVPD basis set) for an isolated molecule of C4H2N2O4S.

Positions of all 13 atoms, in Å:
C (-0.829, -0.918, 1.009)
C (-1.094, 0.294, 1.661)
C (-0.124, -0.702, -0.132)
C (0.182, 1.600, 0.438)
N (0.376, 0.384, -0.499)
N (-0.657, 1.466, 1.386)
O (0.591, 2.651, -0.003)
O (0.249, -1.619, -1.148)
O (0.985, -0.456, -3.173)
O (2.507, -0.462, -1.466)
S (1.132, -0.631, -1.766)
H (-1.452, -1.819, 1.151)
H (-1.866, 0.212, 2.541)

Output
expectation value of S²	2.02
gap between HOMO and LUMO (alpha / beta)	6.75 / 7.22	eV
relative energy (zero: lowest compared OMol25 entry of this formula, charge and spin)	33.9	kcal per mole
net charge	0
LUMO level (alpha / beta)	0.2 / -4.1	eV
E_tot	-962.019370	a.u.
2S+1	3


10.
Density functional theory data (ωB97M-V with the def2-TZVPD basis set) for an isolated molecule of C4H2N2S.

Positions of all 9 atoms, in Å:
C (0.337, -1.378, -0.297)
C (0.173, -0.475, 0.624)
C (-0.159, -1.085, -1.552)
C (0.410, 1.743, 2.023)
N (-0.689, 0.131, -1.376)
N (-0.456, 0.480, -0.061)
S (0.490, 0.149, 2.237)
H (-0.102, -1.661, -2.545)
H (-0.004, 2.095, 0.947)

Output
gap between HOMO and LUMO (alpha / beta)	8.32 / 5.86	eV
relative energy (zero: lowest compared OMol25 entry of this formula, charge and spin)	197.9	kcal per mole
net charge	0
LUMO level (alpha / beta)	-1.6 / -3.3	eV
E_tot	-660.982608	a.u.


11.
Density functional theory data (ωB97M-V with the def2-TZVPD basis set) for an isolated molecule of C4H2N2S.

Positions of all 9 atoms, in Å:
C (4.123, 0.567, -0.007)
C (-0.546, 1.109, -0.422)
C (0.480, -1.080, -0.092)
C (2.845, 0.171, -0.088)
N (5.173, 1.051, 0.078)
N (-0.132, 0.038, -0.072)
S (2.294, -1.329, -0.076)
H (-0.840, 2.084, -0.161)
H (-0.148, -2.039, -0.300)

Output
gap between HOMO and LUMO (alpha / beta)	7.02 / 7.02	eV
relative energy (zero: lowest compared OMol25 entry of this formula, charge and spin)	119.0	kcal per mole
net charge	0
LUMO level (alpha / beta)	-1.3 / -1.3	eV
E_tot	-661.108405	a.u.


12.
Density functional theory data (ωB97M-V with the def2-TZVPD basis set) for a cluster of 2 separate species, C4H2N2S in total.

Positions of all 9 atoms, in Å:
C (1.410, -1.844, -0.011)
N (1.917, -0.791, -0.006)
S (2.505, 0.624, 0.050)
H (1.104, -2.846, -0.036)
C (-0.654, 2.030, -0.029)
C (-1.335, 1.037, -0.001)
C (-2.131, -0.070, 0.035)
N (-2.799, -1.004, 0.055)
H (-0.017, 2.864, -0.057)

Output
structure (SMILES)	C#[N+][S-].C#CC#N
gap between HOMO and LUMO	9.44	eV
relative energy (zero: lowest compared OMol25 entry of this formula, charge and spin)	86.1	kcal per mole
net charge	0
LUMO level	0.6	eV
E_tot	-661.160722	a.u.


13.
Density functional theory data (ωB97M-V with the def2-TZVPD basis set) for an isolated molecule of C4H2N4.

Positions of all 10 atoms, in Å:
N (3.280, -0.291, -0.012)
C (2.095, -0.314, -0.230)
C (0.742, -0.331, -0.272)
C (-0.138, 0.871, -0.045)
C (-1.422, 0.621, -0.017)
N (-1.797, -0.559, -0.284)
N (-1.082, -1.671, 0.016)
N (0.272, -1.535, 0.139)
H (0.178, 1.870, 0.550)
H (-2.128, 1.340, 0.155)

Output
structure (SMILES)	N#Cc1ccnnn1
gap between HOMO and LUMO	8.51	eV
relative energy (zero: lowest compared OMol25 entry of this formula, charge and spin)	97.5	kcal per mole
net charge	0
LUMO level	-1.9	eV
E_tot	-372.476416	a.u.


14.
Density functional theory data (ωB97M-V with the def2-TZVPD basis set) for an isolated molecule of C4H2N4S2.

Positions of all 12 atoms, in Å:
C (-0.829, -1.515, 0.295)
C (-0.664, -0.147, 0.126)
C (2.818, -0.025, -0.114)
C (1.716, 0.730, 0.107)
N (-2.126, -1.802, 0.171)
N (-1.899, 0.414, -0.168)
N (-2.739, -0.644, -0.090)
N (0.385, 0.765, 0.050)
S (3.938, -1.131, -0.149)
S (2.821, 2.101, 0.076)
H (-3.625, -0.486, -0.499)
H (0.202, 1.740, 0.194)

Output
gap between HOMO and LUMO (alpha / beta)	3.67 / 3.77	eV
relative energy (zero: lowest compared OMol25 entry of this formula, charge and spin)	98.9	kcal per mole
net charge	0
LUMO level (alpha / beta)	-3.4 / -3.4	eV
E_tot	-1168.770311	a.u.


15.
Density functional theory data (ωB97M-V with the def2-TZVPD basis set) for an isolated molecule of C4H2O.

Positions of all 7 atoms, in Å:
C (-0.907, 0.875, -0.002)
C (0.139, 0.251, 0.041)
C (1.421, -0.325, 0.052)
C (2.656, 0.111, -0.024)
O (3.790, 0.299, 0.004)
H (-1.801, 1.390, -0.238)
H (1.259, -1.322, -0.155)

Output
structure (SMILES)	C#CC=C=O
gap between HOMO and LUMO	9.29	eV
relative energy (zero: lowest compared OMol25 entry of this formula, charge and spin)	9.6	kcal per mole
net charge	0
LUMO level	0.5	eV
E_tot	-228.744111	a.u.


16.
Density functional theory data (ωB97M-V with the def2-TZVPD basis set) for an isolated molecule of C4H2O.

Positions of all 7 atoms, in Å:
C (-0.533, -0.663, -0.080)
C (-0.490, 0.686, -0.050)
C (0.861, -0.954, 0.088)
C (0.962, 0.926, 0.039)
O (1.780, -0.089, -0.174)
H (-1.256, -1.276, 0.219)
H (-1.324, 1.371, -0.042)

Output
expectation value of S²	2.02
gap between HOMO and LUMO (alpha / beta)	8.64 / 6.68	eV
relative energy (zero: lowest compared OMol25 entry of this formula, charge and spin)	25.0	kcal per mole
net charge	0
LUMO level (alpha / beta)	0.6 / -1.7	eV
E_tot	-228.561180	a.u.
2S+1	3


17.
Density functional theory data (ωB97M-V with the def2-TZVPD basis set) for an isolated molecule of C4H2O2.

Positions of all 8 atoms, in Å:
O (-2.617, 0.047, 0.962)
C (-1.964, -0.371, 0.038)
C (-0.602, 0.041, -0.155)
C (0.597, 0.080, -0.014)
C (1.994, 0.321, -0.002)
O (2.951, -0.258, 0.478)
H (-2.335, -1.100, -0.701)
H (1.977, 1.240, -0.605)

Output
structure (SMILES)	O=CC#CC=O
gap between HOMO and LUMO	10.26	eV
relative energy (zero: lowest compared OMol25 entry of this formula, charge and spin)	16.9	kcal per mole
net charge	0
LUMO level	-0.6	eV
E_tot	-303.982896	a.u.


18.
Density functional theory data (ωB97M-V with the def2-TZVPD basis set) for an isolated molecule of C4H2O2.

Positions of all 8 atoms, in Å:
O (-1.531, 0.051, 1.175)
C (-1.292, -0.359, 0.073)
C (0.059, -0.187, -0.591)
C (0.280, -0.676, -1.782)
C (1.182, 0.512, 0.155)
O (1.239, 0.528, 1.353)
H (-2.051, -0.871, -0.539)
H (1.933, 1.010, -0.479)

Output
gap between HOMO and LUMO	8.80	eV
relative energy (zero: lowest compared OMol25 entry of this formula, charge and spin)	52.1	kcal per mole
net charge	0
LUMO level	-1.8	eV
E_tot	-303.926742	a.u.


19.
Density functional theory data (ωB97M-V with the def2-TZVPD basis set) for a cluster of 2 separate species, C4H2O2P in total.

Positions of all 9 atoms, in Å:
C (-1.429, -0.418, -1.761)
C (1.333, 0.569, 1.658)
C (-0.706, 0.539, -1.957)
C (0.982, 1.139, 0.650)
O (0.754, 2.560, -3.235)
O (-1.419, 3.161, -1.896)
P (-0.340, 2.249, -2.299)
H (-2.148, -1.221, -1.726)
H (1.707, 0.144, 2.607)

Output
gap between HOMO and LUMO	7.70	eV
relative energy (zero: lowest compared OMol25 entry of this formula, charge and spin)	57.9	kcal per mole
net charge	-1
LUMO level	3.5	eV
E_tot	-645.345580	a.u.


20.
Density functional theory data (ωB97M-V with the def2-TZVPD basis set) for an isolated molecule of C4H2O3.

Positions of all 9 atoms, in Å:
C (0.471, 1.273, 0.327)
C (-0.259, 0.083, -0.135)
C (1.775, -0.884, 0.067)
C (-1.574, -0.112, -0.038)
O (0.261, 2.404, 0.024)
O (2.740, -1.514, 0.282)
O (0.643, -0.963, -0.526)
H (-1.949, -1.018, -0.193)
H (-2.108, 0.730, 0.193)

Output
gap between HOMO and LUMO (alpha / beta)	7.75 / 8.27	eV
relative energy (zero: lowest compared OMol25 entry of this formula, charge and spin)	99.8	kcal per mole
net charge	0
LUMO level (alpha / beta)	-0.7 / -0.5	eV
E_tot	-379.181602	a.u.


no.,maximum force (eV/A)
1,4.9
2,8.1
3,2.8
4,4.7
5,1.3
6,2.4
7,6.5
8,3.6
9,10.4
10,3.2
11,3.8
12,4.3
13,9.6
14,4.6
15,3.2
16,7.8
17,1.8
18,0.7
19,3.1
20,4.5